[1]
Here is 11 unconnected molecules or ions with the total composition C26H58N6O22S5 at a distorted geometry from the Open Molecules 2025 dataset. Energies are from ωB97M-V with the def2-TZVPD basis set.

Results
- total charge = 0
- spin multiplicity = 1
- SMILES = C[N+](=O)[O-].C[N+](=O)[O-].C[N+](=O)[O-].C[N+](=O)[O-].C[N+](=O)[O-].C[N+](=O)[O-].O=S1(=O)CCCC1.O=S1(=O)CCCC1.O=S1(=O)CCCC1.O=S1(=O)CCCC1.O=S1(=O)CCCC1
- HOMO (eV) = -10.225
- M (g mol⁻¹) = 967.1
- energy above the lowest of the compared OMol25 structures with the same formula, charge and spin (eV) = 0.430

Cartesian coordinates (Å):
C: 3.05 -2.02 3.62
C: 4.15 -1.05 4.18
C: 4.90 -0.35 2.98
S: 3.98 -0.84 1.52
O: 4.60 -1.93 0.86
O: 3.74 0.37 0.74
C: 2.47 -1.30 2.41
H: 2.27 -2.18 4.34
H: 3.45 -2.95 3.41
H: 4.92 -1.63 4.69
H: 3.83 -0.25 4.86
H: 5.94 -0.72 2.86
H: 4.95 0.77 2.91
H: 1.86 -1.89 1.72
H: 2.01 -0.31 2.68
C: -3.67 2.63 -4.57
C: -2.86 1.42 -4.10
C: -2.06 1.98 -2.92
S: -1.31 3.30 -3.84
O: -0.44 2.64 -4.81
O: -0.77 4.32 -2.97
C: -2.73 3.89 -4.78
H: -4.41 2.93 -3.83
H: -4.31 2.36 -5.45
H: -2.23 0.93 -4.79
H: -3.53 0.65 -3.66
H: -1.25 1.34 -2.61
H: -2.66 2.28 -2.09
H: -2.34 4.06 -5.80
H: -3.23 4.74 -4.30
C: -3.41 -0.91 4.70
C: -3.28 -2.42 4.27
C: -2.13 -2.77 3.35
S: -0.97 -1.41 3.54
O: -0.33 -1.07 2.31
O: -0.10 -1.52 4.69
C: -2.29 -0.20 3.83
H: -3.19 -0.80 5.75
H: -4.37 -0.53 4.47
H: -4.19 -2.84 3.86
H: -3.12 -3.02 5.18
H: -2.42 -2.74 2.33
H: -1.73 -3.73 3.54
H: -2.69 -0.06 2.83
H: -1.77 0.71 4.16
C: 2.88 1.74 -2.72
C: 1.91 2.24 -1.64
C: 1.25 0.97 -1.04
S: 1.24 -0.21 -2.30
O: -0.16 -0.54 -2.71
O: 2.03 -1.34 -1.86
C: 2.12 0.70 -3.53
H: 3.80 1.25 -2.38
H: 3.23 2.51 -3.42
H: 1.05 2.82 -1.99
H: 2.43 2.85 -0.90
H: 0.29 1.08 -0.59
H: 1.83 0.63 -0.22
H: 1.35 1.20 -4.02
H: 2.71 0.05 -4.20
C: 0.19 4.44 2.16
C: 0.17 4.63 0.65
C: -1.24 5.09 0.39
S: -2.23 3.95 1.28
O: -2.54 2.83 0.42
O: -3.25 4.60 1.99
C: -0.93 3.48 2.44
H: -0.11 5.42 2.48
H: 1.14 4.25 2.66
H: 0.21 3.75 -0.01
H: 1.06 5.22 0.31
H: -1.62 4.99 -0.57
H: -1.46 6.08 0.75
H: -0.75 2.42 2.28
H: -1.28 3.57 3.46
C: -4.58 0.13 -0.36
N: -3.77 -0.93 0.36
O: -2.73 -1.26 -0.09
O: -4.19 -1.41 1.41
H: -3.98 1.01 -0.48
H: -5.51 0.40 0.12
H: -4.71 -0.31 -1.33
C: 0.06 -3.13 -0.24
N: 0.27 -4.33 0.64
O: 0.55 -4.17 1.84
O: 0.02 -5.42 0.26
H: 0.45 -2.29 0.38
H: -1.02 -2.96 -0.40
H: 0.43 -3.25 -1.22
C: -3.17 -2.87 -3.08
N: -4.42 -2.32 -3.66
O: -4.95 -1.41 -3.05
O: -4.76 -2.75 -4.76
H: -3.52 -3.30 -2.15
H: -2.44 -2.03 -3.11
H: -2.89 -3.64 -3.75
C: 1.70 -3.48 -4.55
N: 0.77 -4.38 -3.76
O: -0.40 -4.01 -3.65
O: 1.18 -5.39 -3.25
H: 1.39 -2.49 -4.30
H: 1.59 -3.58 -5.62
H: 2.71 -3.70 -4.29
C: 1.76 0.90 6.08
N: 1.63 1.66 4.81
O: 0.50 1.95 4.51
O: 2.61 1.99 4.20
H: 1.15 0.02 6.02
H: 1.47 1.65 6.87
H: 2.80 0.70 6.18
C: 5.30 -2.46 -1.65
N: 5.11 -2.09 -3.00
O: 5.07 -3.01 -3.84
O: 5.03 -0.90 -3.31
H: 4.41 -2.99 -1.34
H: 5.33 -1.62 -0.97
H: 6.16 -3.08 -1.60


[2]
Here is a molecular structure, C19H17N3O6Pt from the Open Molecules 2025 dataset. Energies are from ωB97M-V with the def2-TZVPD basis set.

Results
- total charge = +2
- spin multiplicity = 1
- HOMO (alpha / beta) (eV) = -15.283 / -15.283
- M (g mol⁻¹) = 578.4
- energy above the lowest of the compared OMol25 structures with the same formula, charge and spin (eV) = 0.130

Cartesian coordinates (Å):
Pt: -0.10 -0.67 -0.36
C: -2.61 -3.38 -2.48
C: -2.12 -2.37 -1.51
O: -0.95 -1.98 -1.61
C: -3.10 -1.89 -0.50
C: -3.00 -0.90 0.39
C: -4.11 -0.50 1.31
N: -1.78 -0.17 0.47
N: -1.79 0.86 1.19
C: -0.48 1.45 1.27
O: 0.52 0.78 0.89
C: -0.39 2.75 1.84
C: 0.87 3.35 1.99
C: 0.96 4.62 2.51
C: -0.20 5.31 2.87
C: -1.45 4.72 2.73
C: -1.56 3.44 2.23
H: -1.81 -3.70 -3.14
H: -3.42 -2.94 -3.07
H: -3.03 -4.23 -1.94
H: -4.05 -2.41 -0.53
H: -4.84 -1.30 1.37
H: -4.60 0.40 0.93
H: -3.74 -0.27 2.31
H: 1.76 2.81 1.70
H: 1.93 5.09 2.64
H: -0.12 6.31 3.27
H: -2.34 5.27 3.02
H: -2.53 2.98 2.13
O: 2.41 -4.44 0.25
C: 1.67 -3.35 0.07
O: 0.55 -3.21 0.47
C: 2.45 -2.30 -0.71
C: 3.77 -2.57 -1.04
C: 4.49 -1.64 -1.76
C: 3.86 -0.47 -2.13
C: 2.54 -0.24 -1.77
N: 1.84 -1.15 -1.06
C: 1.82 1.02 -2.20
O: 2.55 2.06 -2.58
O: 0.62 1.09 -2.22
H: 1.89 -5.08 0.76
H: 4.21 -3.51 -0.73
H: 5.52 -1.83 -2.04
H: 4.41 0.24 -2.73
H: 3.50 1.94 -2.51


[3]
Here is 7 unconnected molecules or ions with the total composition C11H36N6O7 at a distorted geometry from the Open Molecules 2025 dataset. Energies are from ωB97M-V with the def2-TZVPD basis set.

Results
- total charge = 0
- spin multiplicity = 1
- SMILES = NC(N)=O.NC(N)=O.NC(N)=O.CC(C)O.CC(C)O.CO.CO
- HOMO (eV) = -8.438
- M (g mol⁻¹) = 364.4
- energy above the lowest of the compared OMol25 structures with the same formula, charge and spin (eV) = 6.564

Cartesian coordinates (Å):
C: -1.04 -0.43 1.53
O: -1.70 -1.15 0.51
H: -1.82 -0.03 2.14
H: -0.52 0.42 1.05
H: -0.34 -1.07 2.07
H: -1.05 -1.26 -0.20
C: -3.08 -3.29 -1.61
O: -3.90 -4.34 -2.10
H: -2.15 -3.61 -1.19
H: -3.64 -2.65 -0.95
H: -2.83 -2.69 -2.49
H: -4.08 -4.12 -3.04
C: -0.38 -0.04 -2.54
O: -1.63 -0.46 -2.22
N: 0.69 -0.68 -2.35
N: -0.24 1.08 -3.21
H: 0.51 -1.63 -1.99
H: 1.65 -0.57 -2.80
H: -1.10 1.47 -3.61
H: 0.71 1.27 -3.58
C: 1.52 2.26 -0.38
O: 2.10 3.11 0.56
N: 2.02 1.12 -0.77
N: 0.49 2.63 -1.10
H: 2.80 0.76 -0.24
H: 1.45 0.31 -1.17
H: 0.12 3.62 -0.94
H: 0.18 2.07 -1.93
C: -3.03 2.52 -0.13
O: -4.22 1.95 0.38
N: -2.01 1.83 -0.46
N: -3.05 3.79 -0.44
H: -2.23 0.83 -0.31
H: -1.07 2.15 -0.71
H: -3.98 4.31 -0.22
H: -2.32 4.30 -0.84
C: 0.57 2.04 3.27
C: 1.54 3.05 3.81
C: 2.92 2.40 4.00
O: 1.70 4.07 3.09
H: -0.42 2.43 3.20
H: 0.65 1.13 3.90
H: 0.75 1.71 2.22
H: 1.04 3.34 4.72
H: 3.68 3.06 4.43
H: 3.30 2.09 3.00
H: 2.95 1.49 4.56
H: 1.91 3.74 2.18
C: 1.20 -2.68 0.34
C: 1.40 -3.38 -1.02
C: 1.75 -4.85 -0.72
O: 0.44 -3.39 -1.84
H: 1.10 -1.62 0.20
H: 2.08 -2.83 0.97
H: 0.30 -3.05 0.86
H: 2.19 -2.79 -1.47
H: 2.60 -5.07 -0.08
H: 1.98 -5.45 -1.56
H: 0.88 -5.23 -0.23
H: 0.64 -4.02 -2.56


[4]
Here is a molecular structure, C2H6Cl3CrN2O16 at a distorted geometry from the Open Molecules 2025 dataset. Energies are from ωB97M-V with the def2-TZVPD basis set.

Results
- total charge = -1
- spin multiplicity = 5
- HOMO (alpha / beta) (eV) = -7.089 / -7.090
- M (g mol⁻¹) = 472.4
- expectation value of S² = 6.0069

Cartesian coordinates (Å):
Cr: 0.53 19.24 4.16
Cl: 1.63 19.82 6.88
O: 1.16 18.59 6.23
O: 2.88 19.58 7.50
O: 1.75 20.79 5.80
O: 0.63 20.27 7.81
Cl: 3.59 19.04 2.37
O: 3.87 17.65 2.12
O: 2.98 19.61 1.20
O: 2.63 19.15 3.48
O: 4.78 19.73 2.76
Cl: -1.41 20.75 1.95
O: -0.78 20.83 0.67
O: -0.39 20.80 3.02
O: -2.29 21.86 2.17
O: -2.10 19.49 2.07
C: -1.38 15.49 5.36
N: -1.65 16.69 4.55
O: -2.72 16.78 4.01
O: -0.79 17.57 4.53
H: -0.33 15.23 5.31
H: -1.94 14.66 4.94
H: -1.79 15.71 6.34
C: -2.26 20.75 7.55
N: -2.17 19.77 6.45
O: -2.85 18.76 6.55
O: -1.45 20.00 5.52
H: -1.63 20.38 8.36
H: -3.26 20.72 7.96
H: -1.98 21.73 7.20


[5]
Here is a molecular structure, C42H88F18N9O20S2 at a distorted geometry from the Open Molecules 2025 dataset. Energies are from ωB97M-V with the def2-TZVPD basis set.

Results
- total charge = +3
- spin multiplicity = 1
- HOMO (eV) = -7.428
- M (g mol⁻¹) = 1445.3
- energy above the lowest of the compared OMol25 structures with the same formula, charge and spin (eV) = 5.977

Cartesian coordinates (Å):
C: -2.34 2.05 2.12
F: -2.59 3.28 2.60
F: -3.18 1.27 2.74
F: -2.57 2.17 0.79
S: -0.46 1.53 2.46
O: 0.27 2.65 1.86
O: -0.39 1.41 3.92
N: -0.26 -0.06 1.71
S: 0.43 0.20 0.36
O: -0.13 1.31 -0.41
O: 1.88 0.17 0.45
C: -0.15 -1.45 -0.59
F: 0.41 -1.55 -1.77
F: 0.20 -2.56 0.12
F: -1.53 -1.45 -0.64
C: -0.60 10.24 6.11
C: -0.59 11.49 5.21
O: -0.51 11.51 4.00
N: -0.65 12.86 5.95
H: -1.41 13.44 5.63
H: -0.85 12.73 6.94
C: 0.74 13.60 5.78
H: -0.91 9.34 5.58
H: -1.24 10.16 6.99
H: 0.45 10.23 6.40
H: 0.69 14.55 6.31
H: 0.88 13.79 4.71
H: 1.54 12.94 6.11
C: -0.13 -7.06 -7.06
C: 0.36 -8.31 -7.77
O: 0.13 -8.58 -8.91
N: 1.21 -9.27 -6.98
H: 0.72 -9.68 -6.20
H: 1.47 -10.10 -7.49
C: 2.51 -8.54 -6.56
H: 0.34 -6.10 -7.31
H: -0.02 -7.10 -5.98
H: -1.19 -7.07 -7.32
H: 2.92 -8.06 -7.45
H: 3.17 -9.36 -6.28
H: 2.34 -7.90 -5.69
C: 1.55 -4.48 4.38
C: 0.26 -5.22 4.61
O: 0.18 -6.30 5.18
N: -0.97 -4.49 3.95
H: -1.49 -4.12 4.74
H: -0.52 -3.74 3.45
C: -1.92 -5.38 3.08
H: 2.24 -4.84 5.14
H: 1.60 -3.44 4.70
H: 1.97 -4.67 3.40
H: -2.50 -5.99 3.77
H: -1.29 -6.06 2.50
H: -2.51 -4.68 2.50
C: -11.21 3.44 4.12
C: -11.43 3.29 5.59
O: -11.61 4.20 6.34
N: -11.48 1.89 6.12
H: -12.30 1.78 6.71
H: -11.61 1.20 5.39
C: -10.19 1.55 6.89
H: -11.31 4.50 3.88
H: -11.90 2.85 3.50
H: -10.17 3.24 3.89
H: -9.38 1.73 6.18
H: -10.49 0.50 6.91
H: -10.07 2.03 7.86
C: -1.62 3.70 11.65
C: -2.27 2.68 10.77
O: -3.32 2.99 10.22
N: -1.67 1.30 10.68
H: -2.36 0.79 10.16
H: -0.90 1.40 10.04
C: -1.44 0.60 12.05
H: -0.54 3.56 11.67
H: -2.02 3.61 12.66
H: -1.68 4.75 11.38
H: -0.74 -0.20 11.80
H: -2.39 0.18 12.39
H: -0.97 1.33 12.71
C: 6.39 3.75 5.92
C: 6.81 4.05 7.37
O: 7.06 5.12 7.93
N: 7.09 2.77 8.15
H: 7.30 2.96 9.12
H: 6.40 2.04 8.09
C: 8.40 1.99 7.72
H: 7.28 3.37 5.43
H: 6.07 4.66 5.42
H: 5.54 3.07 5.93
H: 8.57 1.10 8.32
H: 9.15 2.73 7.98
H: 8.31 1.72 6.66
C: 7.28 5.11 -1.86
C: 8.66 5.49 -1.38
O: 9.20 4.82 -0.46
N: 9.38 6.59 -2.09
H: 9.88 6.22 -2.88
H: 8.70 7.05 -2.68
C: 10.28 7.54 -1.23
H: 6.62 5.97 -1.93
H: 6.82 4.55 -1.04
H: 7.27 4.55 -2.80
H: 11.24 7.05 -1.09
H: 9.83 7.60 -0.23
H: 10.50 8.54 -1.59
C: -0.49 5.80 -4.10
C: -1.90 5.33 -4.35
O: -2.85 5.59 -3.63
N: -2.12 4.60 -5.66
H: -2.90 5.07 -6.11
H: -1.36 4.63 -6.32
C: -2.59 3.17 -5.45
H: -0.35 6.06 -3.05
H: -0.46 6.68 -4.74
H: 0.22 5.02 -4.37
H: -1.91 2.60 -4.82
H: -2.62 2.74 -6.45
H: -3.60 3.29 -5.04
C: -7.44 -1.20 -7.83
O: -7.13 -0.87 -6.50
O: -7.73 0.06 -8.41
C: -6.41 -2.20 -8.47
F: -6.19 -1.96 -9.80
F: -5.21 -2.18 -7.87
F: -6.80 -3.50 -8.58
C: -6.93 -1.93 -5.57
C: -7.02 -1.43 -4.10
H: -6.70 -2.28 -3.48
H: -6.30 -0.63 -3.92
H: -7.94 -1.10 -3.63
H: -5.94 -2.36 -5.66
H: -7.66 -2.73 -5.70
H: -8.37 -1.77 -7.88
C: 2.23 1.30 -9.32
O: 1.28 0.55 -10.04
O: 1.75 2.60 -9.19
C: 2.91 0.51 -8.09
F: 4.21 0.80 -7.93
F: 2.35 0.91 -6.99
F: 2.81 -0.85 -8.17
C: 1.75 -0.27 -11.08
C: 0.59 -1.13 -11.72
H: -0.29 -0.78 -12.27
H: 1.05 -1.88 -12.37
H: 0.09 -1.73 -10.96
H: 2.52 -0.98 -10.78
H: 2.22 0.33 -11.86
H: 3.10 1.39 -9.98
C: -3.78 -10.45 -3.07
O: -3.72 -9.09 -3.24
O: -2.43 -10.97 -3.38
C: -4.38 -10.80 -1.62
F: -4.59 -12.16 -1.40
F: -3.61 -10.37 -0.63
F: -5.60 -10.24 -1.47
C: -4.85 -8.22 -3.15
C: -5.94 -8.44 -4.14
H: -6.25 -9.48 -4.05
H: -6.86 -8.04 -3.73
H: -5.75 -8.23 -5.20
H: -4.50 -7.20 -3.34
H: -5.36 -8.15 -2.19
H: -4.37 -10.76 -3.94
C: 9.80 -4.25 1.14
O: 8.96 -4.61 0.06
O: 11.11 -4.34 0.55
C: 9.39 -3.04 2.02
F: 8.13 -3.15 2.53
F: 10.14 -2.81 3.08
F: 9.45 -1.94 1.31
C: 8.00 -5.51 0.36
C: 7.02 -5.27 -0.76
H: 6.63 -4.26 -0.79
H: 7.46 -5.33 -1.76
H: 6.21 -5.97 -0.56
H: 7.34 -5.43 1.22
H: 8.35 -6.53 0.25
H: 9.64 -4.88 2.02


[6]
Here is 2 unconnected molecules or ions with the total composition FHNO2S at a distorted geometry from the Open Molecules 2025 dataset. Energies are from ωB97M-V with the def2-TZVPD basis set.

Results
- total charge = -1
- spin multiplicity = 1
- HOMO (eV) = -4.621
- M (g mol⁻¹) = 98.1
- energy above the lowest of the compared OMol25 structures with the same formula, charge and spin (eV) = 2.826

Cartesian coordinates (Å):
N: -0.32 0.80 -0.18
O: 0.18 -1.63 0.37
O: 1.85 -0.06 -0.29
F: -2.00 1.07 0.34
S: 0.75 -0.31 0.67
H: -0.46 0.13 -0.91